A cluster of 9 separate species, C64H131FN6O8S2 in total at a distorted geometry, computed with wB97M-V/def2-TZVPD.

Last column: Löwdin charge in e.
CARTESIAN COORDINATES (ANGSTROEM)
F1 0.67537 -2.17573 0.98366  0.01
C1 0.35070 -1.23404 0.01237  -0.26
C2 0.43091 0.13022 0.28507  -0.01
C3 -0.01150 0.98039 -0.68463  -0.05
C4 -0.40652 0.50461 -1.98990  -0.04
C5 -0.44181 -0.86221 -2.20523  -0.05
C6 -0.04876 -1.77302 -1.19080  0.00
H1 0.70011 0.45041 1.26427  0.08
H2 -0.11926 2.04394 -0.48787  0.08
H3 -0.75663 1.20251 -2.71929  0.07
H4 -0.79480 -1.17460 -3.13970  0.06
H5 -0.21976 -2.82788 -1.28986  0.11
C7 2.17715 0.56982 -5.24848  -0.04
C8 1.19487 -0.17842 -6.14895  -0.48
C9 1.50775 -1.70819 -6.13972  -0.12
C10 0.29049 -2.46106 -6.68042  -0.17
C11 -1.09872 -2.14192 -6.07931  -0.14
C12 -1.42837 -0.68021 -6.19282  -0.51
N1 -0.18582 0.05677 -5.62573  -0.02
O1 -0.45609 1.44875 -5.78700  -0.10
C13 -1.80801 -0.28443 -7.60185  -0.04
C14 -2.61139 -0.27015 -5.33093  -0.04
C15 1.39349 0.38305 -7.56371  -0.03
H6 3.21518 0.28429 -5.33020  0.08
H7 2.03481 0.36575 -4.19861  0.06
H8 2.07481 1.67442 -5.28245  0.08
H9 2.39319 -1.94983 -6.67889  0.11
H10 1.72815 -1.96088 -5.11038  0.10
H11 0.51003 -3.54251 -6.59921  0.11
H12 0.28547 -2.25363 -7.78479  0.11
H13 -1.14773 -2.56504 -5.04792  0.12
H14 -1.78702 -2.74312 -6.67214  0.12
H15 -1.18083 -0.77431 -8.36351  0.08
H16 -2.91318 -0.40293 -7.79165  0.11
H17 -1.62076 0.79609 -7.65579  0.08
H18 -3.52732 -0.86635 -5.59739  0.11
H19 -2.48879 -0.32095 -4.26606  0.06
H20 -2.88103 0.74437 -5.61111  0.08
H21 0.88642 1.31128 -7.66359  0.06
H22 1.08051 -0.24907 -8.31821  0.04
H23 2.46109 0.61470 -7.78799  0.10
H24 -0.75746 1.86473 -4.98465  0.02
C16 -4.21729 2.36778 -0.04424  -0.03
C17 -4.48025 3.03824 -1.42377  -0.46
C18 -5.90733 3.54295 -1.62716  -0.13
C19 -6.13263 4.85934 -0.84126  -0.17
C20 -5.13902 5.88235 -1.35253  -0.14
C21 -3.62185 5.51777 -1.23600  -0.48
N2 -3.49456 4.15563 -1.73044  -0.06
O2 -2.17036 3.69852 -1.46329  -0.12
C22 -2.75509 6.45050 -2.09350  -0.04
C23 -3.16017 5.68287 0.26900  -0.02
C24 -4.20751 1.98900 -2.51291  -0.04
H25 -3.18148 2.12856 0.07397  0.06
H26 -4.81621 1.43278 0.06838  0.08
H27 -4.44835 2.91890 0.87265  0.07
H28 -6.18982 3.66020 -2.65853  0.11
H29 -6.44841 2.73892 -1.21697  0.10
H30 -5.93770 4.68601 0.21663  0.10
H31 -7.20169 5.11792 -0.83918  0.11
H32 -5.21113 6.81855 -0.76424  0.12
H33 -5.33564 6.17311 -2.39047  0.11
H34 -2.74627 7.48241 -1.76157  0.09
H35 -1.76429 6.09607 -2.12295  0.04
H36 -3.14684 6.44918 -3.13142  0.08
H37 -3.83804 5.13376 0.97276  0.08
H38 -2.17349 5.27030 0.48179  0.04
H39 -3.17991 6.68275 0.63116  0.06
H40 -4.51243 2.27240 -3.53964  0.09
H41 -4.75741 1.07432 -2.33798  0.08
H42 -3.18095 1.62828 -2.50441  0.06
H43 -1.77512 3.47661 -2.34940  0.02
C25 -5.08398 0.23495 3.14770  -0.03
C26 -4.41477 -1.13831 2.80260  -0.49
C27 -3.49581 -1.07221 1.59858  -0.12
C28 -2.57747 -2.28887 1.52682  -0.17
C29 -1.79316 -2.53546 2.78505  -0.14
C30 -2.70657 -2.60964 3.99984  -0.47
N3 -3.55316 -1.41701 4.02132  -0.09
O3 -4.43985 -1.47344 5.10474  -0.03
C31 -3.38517 -3.99995 4.01452  -0.02
C32 -1.89370 -2.54338 5.35372  -0.01
C33 -5.51898 -2.15347 2.61408  -0.03
H44 -6.03308 0.02954 3.81670  0.11
H45 -5.45994 0.85351 2.25136  0.09
H46 -4.44801 0.80891 3.77858  0.05
H47 -4.04560 -0.96349 0.70538  0.10
H48 -2.85671 -0.17733 1.71038  0.13
H49 -1.98235 -2.25877 0.63868  0.08
H50 -3.25812 -3.19416 1.36104  0.13
H51 -1.00551 -1.80642 2.97141  0.11
H52 -1.26430 -3.52058 2.70907  0.10
H53 -2.64322 -4.69352 4.41656  0.06
H54 -4.23721 -4.13832 4.63503  0.08
H55 -3.64149 -4.27445 2.99346  0.07
H56 -1.12424 -1.76303 5.52167  0.07
H57 -2.59018 -2.36270 6.20400  0.08
H58 -1.38268 -3.46616 5.56921  0.05
H59 -6.12036 -1.78400 1.81437  0.08
H60 -6.22283 -2.16424 3.45346  0.09
H61 -5.19137 -3.10959 2.30757  0.05
H62 -3.94616 -1.15681 5.84375  0.07
C34 2.58728 -3.35388 3.87427  -0.04
C35 2.11800 -4.80121 3.78318  -0.50
C36 1.25245 -5.20741 5.01329  -0.10
C37 0.52064 -6.52792 4.72324  -0.17
C38 -0.24874 -6.42033 3.45068  -0.15
C39 0.61826 -6.14225 2.21643  -0.49
N4 1.42569 -4.88784 2.48922  -0.06
O4 2.38872 -4.69673 1.43396  -0.05
C40 1.42362 -7.38228 1.90317  -0.05
C41 -0.26392 -5.79931 0.97360  -0.02
C42 3.42273 -5.63768 3.76974  -0.03
H63 1.65688 -2.84387 3.58561  0.08
H64 3.34679 -3.03967 3.17582  0.06
H65 2.89802 -3.04347 4.88585  0.09
H66 1.85931 -5.29156 5.90834  0.12
H67 0.45666 -4.48299 5.31674  0.11
H68 -0.18750 -6.73173 5.49571  0.11
H69 1.26031 -7.27371 4.58786  0.08
H70 -0.96508 -5.58612 3.51924  0.10
H71 -0.79075 -7.30727 3.18911  0.12
H72 0.78230 -8.19263 1.56698  0.08
H73 2.13599 -7.18225 1.07389  0.09
H74 2.03268 -7.81467 2.75644  0.08
H75 -0.91283 -4.95951 1.23616  0.06
H76 0.38384 -5.48211 0.13572  0.08
H77 -0.89894 -6.65204 0.61122  0.10
H78 4.09475 -5.21597 4.51616  0.08
H79 3.92178 -5.38802 2.80174  0.09
H80 3.37524 -6.69586 3.90388  0.05
H81 2.13660 -3.83521 1.09084  0.06
C43 2.73523 2.36174 5.26153  -0.02
C44 1.78878 1.62538 4.22717  -0.48
C45 0.87344 0.66371 4.93452  -0.14
C46 -0.30733 1.35008 5.68817  -0.19
C47 -1.04429 2.35619 4.84730  -0.13
C48 -0.16729 3.33623 4.03467  -0.49
N5 0.92849 2.51135 3.34456  -0.06
O5 1.78564 3.33844 2.56331  -0.05
C49 -0.95915 3.91599 2.85107  -0.04
C50 0.28904 4.48748 4.90640  -0.03
C51 2.76211 0.87358 3.29302  -0.04
H82 2.22840 2.74494 6.15901  0.06
H83 3.39008 3.25070 4.92891  0.11
H84 3.31559 1.52951 5.63270  0.07
H85 0.29989 -0.05739 4.32981  0.11
H86 1.38745 0.05753 5.71013  0.13
H87 0.06960 1.75068 6.65748  0.11
H88 -0.90327 0.51546 6.05824  0.09
H89 -1.60392 2.99086 5.54206  0.12
H90 -1.75341 1.82469 4.14491  0.13
H91 -1.87837 4.25099 3.30040  0.09
H92 -0.40361 4.71101 2.35851  0.07
H93 -1.18555 3.13533 2.16586  0.07
H94 -0.57656 5.05210 5.26060  0.09
H95 0.80128 4.13333 5.78067  0.06
H96 0.95078 5.15499 4.33835  0.09
H97 2.29316 0.46453 2.35816  0.07
H98 3.21444 0.06043 3.81041  0.07
H99 3.48709 1.60293 2.91509  0.08
H100 2.41257 3.73502 3.16716  0.07
C52 4.49710 -1.72830 -3.29228  -0.03
C53 4.95644 -1.90158 -1.84709  -0.52
C54 6.45169 -2.40302 -1.82357  -0.14
C55 7.17458 -2.20367 -0.52872  -0.18
C56 6.99268 -0.80732 0.06333  -0.15
C57 5.56523 -0.34256 0.18353  -0.47
N6 5.00087 -0.54592 -1.24387  -0.07
O6 3.69644 -0.00989 -1.24457  -0.04
C58 4.73236 -1.05089 1.28537  -0.03
C59 5.58916 1.17196 0.48369  -0.03
C60 4.18553 -2.94303 -1.05181  -0.03
H101 5.13292 -0.91289 -3.66397  0.09
H102 3.46096 -1.31129 -3.32820  0.07
H103 4.58463 -2.68541 -3.84561  0.10
H104 6.35186 -3.41482 -2.23190  0.12
H105 7.04132 -1.87767 -2.59193  0.12
H106 8.23285 -2.32077 -0.68315  0.11
H107 6.90819 -2.90976 0.23309  0.10
H108 7.65271 -0.07338 -0.38497  0.12
H109 7.34189 -0.94831 1.09668  0.12
H110 5.04522 -0.83757 2.33876  0.11
H111 3.68410 -0.84651 1.06134  0.07
H112 4.84461 -2.11062 1.17732  0.04
H113 4.63500 1.46444 0.81439  0.03
H114 6.30504 1.35147 1.32126  0.10
H115 5.88375 1.64935 -0.49858  0.11
H116 4.74887 -3.23118 -0.17060  0.06
H117 3.88158 -3.81588 -1.67444  0.11
H118 3.23213 -2.55236 -0.61800  0.07
H119 3.21536 -0.68408 -0.76596  0.04
C61 -2.04920 4.32800 -6.23287  -0.20
S1 -1.12676 4.69215 -4.67457  0.94
O7 -1.26379 3.33438 -3.89570  -0.57
C62 0.59304 4.80844 -5.29670  -0.21
H120 -1.93743 5.21431 -6.82157  0.04
H121 -3.07180 4.25534 -5.93701  0.04
H122 -1.53480 3.41740 -6.62719  0.06
H123 1.19522 5.06597 -4.42118  0.02
H124 0.79730 5.45022 -6.17859  0.08
H125 0.85425 3.77981 -5.57255  0.03
C63 0.36153 4.58503 -0.37029  -0.27
S2 2.06027 4.94144 -0.92858  0.88
O8 1.95657 5.58226 -2.33323  -0.59
C64 2.60087 3.20635 -1.21211  -0.25
H126 0.31383 3.85279 0.47601  0.04
H127 -0.12211 4.10858 -1.19616  0.01
H128 -0.14359 5.53440 -0.11789  0.06
H129 3.57650 3.20715 -1.69540  0.05
H130 1.96429 2.59986 -1.85802  0.04
H131 2.63794 2.70198 -0.24395  0.03

Calculated values
E ... -118191.71814 eV
Relative energy (zero: lowest compared OMol25 entry of this formula, charge and spin) ... 45.7 kcal per mole
Frontier orbital gap ... 8.39 eV
Net charge ... 0